1.
{"formula": "C4H5NO", "method": "ωB97M-V/def2-TZVPD", "total_charge": 0, "relative_energy_kj_mol": 236.7, "e_tot_ev": -7764.07289, "homo_energy_ev": -9.48, "lumo_ha": 0.030, "smiles": "Cc1ccno1", "elements": ["C", "C", "C", "C", "N", "O", "H", "H", "H", "H", "H"], "positions_angstrom": [[-1.69, -0.08, 0.12], [-0.24, 0.32, 0.38], [0.81, 0.90, -0.30], [1.81, -0.11, -0.23], [1.46, -1.11, 0.53], [0.23, -0.80, 0.99], [-2.36, -0.01, 0.98], [-2.08, 0.41, -0.76], [-1.61, -1.15, -0.11], [0.96, 1.86, -0.79], [2.72, -0.22, -0.79]], "lowdin_charge": [-0.01, -0.28, -0.01, -0.16, 0.06, -0.07, 0.08, 0.08, 0.10, 0.11, 0.11]}

***

2.
{"formula": "C19H24CrNO3", "method": "ωB97M-V/def2-TZVPD", "total_charge": -2, "multiplicity": 4, "e_tot_ev": -56140.67032, "homo_energy_ev": [0.76, 1.00], "lumo_ha": [0.190, 0.189], "elements": ["Cr", "C", "C", "C", "H", "C", "C", "H", "H", "H", "H", "C", "C", "C", "H", "C", "C", "H", "H", "H", "H", "O", "C", "C", "C", "C", "C", "H", "H", "H", "H", "H", "H", "H", "H", "H", "H", "O", "C", "C", "C", "C", "O", "N", "H", "H", "H", "H"], "positions_angstrom": [[1.06, -0.75, 0.43], [0.18, -2.55, 1.84], [-1.04, -1.94, 1.40], [-1.06, -1.94, -0.02], [-1.87, -1.63, 2.04], [0.15, -2.54, -0.49], [0.93, -2.92, 0.67], [1.87, -3.48, 0.66], [0.44, -2.79, 2.86], [-1.91, -1.65, -0.64], [0.36, -2.76, -1.54], [2.62, 0.87, 0.50], [3.25, -0.41, 0.44], [2.87, -1.03, -0.80], [3.94, -0.82, 1.18], [1.93, -0.15, -1.47], [1.75, 1.01, -0.63], [1.06, 1.83, -0.84], [2.82, 1.65, 1.24], [3.23, -1.98, -1.18], [1.46, -0.29, -2.43], [-1.09, 0.67, -0.52], [-1.72, 0.73, -3.59], [-2.75, 1.09, -2.49], [-1.33, -0.76, -3.62], [-0.59, 1.79, -3.67], [-2.35, 1.08, -0.84], [-3.64, 0.40, -2.52], [-3.16, 2.12, -2.63], [-2.54, 2.10, -0.43], [-3.13, 0.51, -0.31], [-1.52, -1.10, -4.65], [-1.98, -1.39, -2.96], [-0.29, -1.07, -3.40], [-0.75, 2.32, -4.61], [0.47, 1.45, -3.72], [-0.62, 2.54, -2.84], [2.24, -0.66, 3.52], [1.31, 0.15, 3.37], [0.78, 1.08, 4.45], [-0.42, 1.74, 3.82], [-0.50, 1.15, 2.42], [-1.44, 1.36, 1.67], [0.58, 0.32, 2.21], [0.52, 0.50, 5.34], [1.56, 1.81, 4.71], [-1.35, 1.51, 4.36], [-0.32, 2.83, 3.74]], "lowdin_charge": [0.53, -0.19, -0.17, -0.16, 0.09, -0.21, -0.23, 0.09, 0.08, 0.09, 0.09, -0.18, -0.19, -0.20, 0.09, -0.18, -0.19, 0.09, 0.10, 0.09, 0.07, -0.33, -0.28, -0.18, -0.10, -0.11, -0.40, 0.07, 0.07, 0.06, 0.06, 0.04, 0.07, 0.05, 0.04, 0.06, 0.08, -0.01, -0.50, -0.13, -0.12, -0.47, 0.03, 0.07, 0.10, 0.10, 0.10, 0.10]}